Computed, not measured: C28H66N4O8V as an isolated structure in a non-equilibrium geometry, with ωB97M-V/def2-TZVPD.

Each line ends with the Löwdin spin population.
Atoms and positions in Å:
V: 20.295 -23.448 30.474  1.87
C: 20.049 -19.074 29.959  0.00
C: 19.060 -20.228 29.732  0.00
C: 18.329 -20.094 28.421  0.00
O: 19.710 -21.477 29.898  0.04
H: 20.859 -19.363 30.629  0.00
H: 19.521 -18.171 30.264  0.00
H: 20.436 -18.733 28.999  0.00
H: 18.336 -20.188 30.545  0.00
H: 17.771 -19.168 28.290  0.00
H: 17.621 -20.902 28.235  0.00
H: 19.071 -20.102 27.623  0.00
C: 20.844 -27.774 30.928  0.00
C: 21.272 -26.573 31.829  0.00
C: 22.811 -26.604 31.930  0.00
O: 20.777 -25.367 31.227  0.05
H: 21.335 -28.636 31.381  0.00
H: 21.266 -27.682 29.927  0.00
H: 19.771 -27.959 30.879  0.00
H: 20.829 -26.854 32.784  0.00
H: 23.180 -26.105 32.826  0.00
H: 23.294 -26.167 31.056  0.00
H: 23.240 -27.606 31.917  0.00
C: 24.569 -19.402 34.813  0.00
C: 23.513 -18.408 35.288  0.00
C: 22.643 -17.913 34.132  0.00
C: 21.680 -18.887 33.652  0.00
N: 20.903 -19.687 33.273  0.00
H: 24.152 -20.118 34.105  0.00
H: 25.048 -19.934 35.635  0.00
H: 25.287 -18.939 34.136  0.00
H: 23.917 -17.566 35.850  0.00
H: 22.890 -18.847 36.068  0.00
H: 23.213 -17.527 33.287  0.00
H: 22.136 -17.040 34.542  0.00
C: 14.306 -13.430 33.942  0.00
O: 14.928 -14.550 33.256  0.00
C: 16.316 -14.333 32.960  0.00
C: 16.860 -15.531 32.092  0.00
N: 16.884 -16.751 32.924  0.00
C: 17.404 -17.922 32.327  0.00
C: 17.221 -19.072 33.301  0.00
O: 15.900 -19.327 33.558  0.00
C: 15.581 -20.399 34.433  0.00
H: 13.239 -13.549 34.130  0.00
H: 14.380 -12.535 33.324  0.00
H: 14.746 -13.272 34.927  0.00
H: 16.967 -14.289 33.833  0.00
H: 16.522 -13.356 32.522  0.00
H: 17.807 -15.417 31.563  0.00
H: 16.073 -15.762 31.373  0.00
H: 15.943 -16.945 33.234  0.00
H: 18.469 -17.810 32.120  0.00
H: 16.853 -18.022 31.392  0.00
H: 17.713 -18.852 34.249  0.00
H: 17.659 -19.966 32.857  0.00
H: 14.548 -20.673 34.221  0.00
H: 15.546 -20.020 35.454  0.00
H: 16.231 -21.256 34.256  0.00
C: 15.126 -24.710 27.909  0.00
O: 16.097 -24.826 28.972  0.00
C: 17.075 -25.840 28.654  0.00
C: 18.353 -25.525 29.379  0.00
N: 18.690 -24.135 29.133  0.00
C: 19.055 -23.851 27.741  0.00
C: 20.417 -24.494 27.440  0.00
O: 21.229 -24.256 28.632  0.01
C: 22.462 -24.929 28.386  0.00
H: 14.431 -23.939 28.241  0.00
H: 14.648 -25.684 27.801  0.00
H: 15.579 -24.473 26.946  0.00
H: 17.239 -25.865 27.576  0.00
H: 16.631 -26.750 29.058  0.00
H: 19.112 -26.284 29.186  0.00
H: 18.143 -25.674 30.438  0.00
H: 17.716 -23.891 29.034  0.00
H: 19.239 -22.778 27.689  0.00
H: 18.246 -24.082 27.049  0.00
H: 20.799 -24.020 26.536  0.00
H: 20.269 -25.556 27.249  0.00
H: 22.913 -24.371 27.566  0.00
H: 22.367 -25.987 28.142  0.00
H: 23.108 -24.814 29.256  0.00
C: 22.792 -21.791 28.935  0.00
O: 22.326 -22.498 30.123  0.01
C: 23.056 -22.098 31.269  0.00
C: 22.430 -22.720 32.508  0.00
N: 20.984 -22.603 32.369  0.00
C: 20.319 -23.289 33.492  0.00
C: 18.790 -23.349 33.271  0.00
O: 18.556 -23.496 31.850  0.00
C: 17.141 -23.368 31.620  0.00
H: 23.830 -22.063 28.746  0.00
H: 22.768 -20.712 29.089  0.00
H: 22.183 -22.059 28.072  0.00
H: 23.099 -21.027 31.467  0.00
H: 24.061 -22.509 31.167  0.00
H: 22.736 -22.334 33.480  0.00
H: 22.629 -23.783 32.646  0.00
H: 20.824 -21.629 32.584  0.00
H: 20.503 -22.855 34.475  0.00
H: 20.604 -24.340 33.541  0.00
H: 18.382 -22.440 33.713  0.00
H: 18.318 -24.135 33.860  0.00
H: 17.046 -23.117 30.564  0.00
H: 16.617 -22.570 32.147  0.00
H: 16.601 -24.292 31.825  0.00

Forces on the atoms, in the same order (eV/Å):
V -0.72 1.01 0.42
C -0.43 0.22 -0.97
C 0.33 -0.81 1.49
C 0.12 -0.08 -0.71
O 0.79 -1.74 -0.36
H -0.23 0.17 0.06
H 0.00 -0.09 0.61
H 0.56 -0.37 -0.22
H -0.43 0.27 0.18
H 0.04 0.18 0.36
H 0.02 -0.18 0.17
H 0.07 -0.13 -0.23
C 0.79 0.20 0.57
C -0.23 -0.14 -2.46
C 0.05 0.14 0.01
O -0.06 1.06 0.27
H -0.27 -0.37 -0.10
H -0.09 0.17 -0.15
H 0.00 0.22 0.06
H -0.12 0.76 0.52
H 0.04 0.12 -0.01
H -0.30 0.44 -0.07
H -0.35 -0.26 0.41
C -0.07 0.13 -0.47
C 0.23 -0.65 0.19
C 0.06 0.99 0.70
C -2.37 -2.40 -1.07
N 2.35 2.19 1.18
H -0.53 -0.45 0.38
H 0.14 0.11 -0.20
H 0.45 0.41 0.53
H 0.42 0.21 -0.53
H -0.31 -0.38 -0.26
H 0.21 -0.20 -0.03
H -0.56 -0.02 -0.33
C 0.57 -0.30 -0.38
O 0.12 0.67 0.31
C 0.92 -0.67 -0.38
C -2.04 -0.65 0.95
N 0.45 1.87 1.56
C -0.36 0.02 0.09
C 1.07 -0.53 -0.29
O -2.14 -0.02 -0.32
C -0.43 1.01 -0.47
H 0.07 -0.81 -0.38
H 0.30 0.17 0.04
H 0.35 0.10 -0.04
H -0.35 -0.34 0.69
H -0.52 0.09 -0.71
H 0.04 0.46 0.35
H 0.01 0.58 -0.85
H -0.13 0.14 0.12
H 0.07 -0.07 -0.04
H 0.17 -1.07 -0.60
H 0.53 0.20 0.03
H 0.48 -0.31 -0.05
H 0.07 -0.16 -0.23
H 0.60 -0.35 0.30
H 0.16 -0.08 0.33
C 0.23 -0.35 0.94
O 0.53 0.27 -1.14
C -1.04 -0.24 0.41
C -0.30 -1.69 0.72
N 0.14 -0.39 -0.67
C 1.80 0.49 -0.12
C -1.79 0.47 0.56
O -0.84 -1.09 -1.77
C 0.93 0.81 0.53
H -0.05 -0.17 -0.28
H -0.39 0.09 -0.03
H 0.17 0.28 0.03
H -0.23 -0.32 -0.11
H 0.36 -0.50 -0.53
H 0.25 0.35 -0.34
H 0.21 0.38 0.15
H -0.43 1.84 1.22
H -0.33 0.16 0.14
H 0.29 -0.30 -0.21
H 0.59 -0.02 0.18
H 0.50 -0.19 0.22
H 0.33 -0.37 -0.21
H -0.36 0.07 0.04
H -0.25 -0.06 0.02
C -0.04 -0.14 0.43
O 0.05 0.68 -0.50
C 0.64 -0.74 1.21
C -0.16 -1.34 0.03
N -0.37 -0.48 1.25
C -1.30 -1.60 -0.06
C 1.34 0.59 0.17
O -0.98 0.53 1.82
C -0.21 0.11 -1.46
H 0.08 -0.20 0.03
H -0.31 -0.03 0.12
H -0.10 -0.01 0.39
H -0.15 0.29 -0.75
H 0.32 0.34 0.01
H 0.37 0.80 -0.22
H 0.22 -0.19 -0.68
H -0.67 0.80 -0.84
H 0.23 0.34 -0.08
H 0.66 0.13 -0.27
H -0.44 0.47 -0.83
H 0.18 -0.48 -0.31
H -0.21 -0.12 0.30
H 0.67 0.22 0.46
H 0.27 -0.19 0.04

## Properties
**<S²>**: 2.008
**Gap between HOMO and LUMO (alpha / beta)**: 7.61 / 8.19 eV
**HOMO (alpha / beta)**: -9.82 / -9.83 eV
**Charge**: +1
**2S+1**: 3